1.
{
  "formula": "C4H5NO2",
  "method": "ωB97M-V with the def2-TZVPD basis set",
  "symbols": ["C", "C", "H", "O", "H", "H", "C", "H", "H", "N", "O", "C"],
  "coordinates": [[-0.983, 0.255, -0.043], [-0.356, 0.743, -1.287], [0.716, 0.897, -0.433], [0.046, 0.197, 2.197], [1.450, -1.307, -0.407], [1.646, -1.618, 1.410], [1.104, -1.138, 0.604], [-0.886, 0.473, 2.278], [-0.367, 0.080, -3.171], [-0.665, 0.786, -2.493], [-1.973, 0.737, 0.472], [0.267, -0.105, 0.871]],
  "forces_ev_per_angstrom": [[-0.2816, 2.4034, 2.5442], [1.3936, -0.0642, -1.3796], [-1.1943, 1.1585, -2.7689], [-0.2488, 0.2076, -0.7640], [-0.2403, -0.2578, -0.0513], [-0.0228, 0.1030, -0.0352], [0.3073, 1.1335, -0.0798], [0.2742, 0.0958, -0.0426], [-0.3779, 1.2263, -0.4185], [1.2596, -1.6675, 1.7867], [0.5984, -1.1457, -0.4692], [-1.4673, -3.1930, 1.6781]],
  "mulliken_charge": [0.8204, -0.0289, 0.2835, -0.5490, 0.2674, 0.3223, -0.8436, 0.3609, 0.2821, -0.5632, -0.5207, 0.1687],
  "molar_mass_g_mol": 99.1,
  "lumo_ev": -1.18,
  "orbital_gap_ev": 7.30,
  "e_tot_ha": -360.44846
}


2.
{
  "formula": "C4H6N2O2",
  "method": "ωB97M-V with the def2-TZVPD basis set",
  "symbols": ["O", "O", "C", "H", "H", "N", "H", "H", "H", "C", "C", "C", "N", "H"],
  "coordinates": [[-1.902, -0.781, 0.272], [0.451, -2.320, 1.403], [-0.558, -0.500, 0.261], [-0.681, 2.262, -1.743], [-0.377, -2.700, 1.184], [-0.926, 1.628, -1.076], [-1.669, 1.994, -0.480], [2.713, -0.716, 0.490], [1.866, 1.542, -0.348], [0.539, -1.216, 0.614], [-0.097, 0.588, -0.564], [1.249, 0.710, -0.242], [1.742, -0.440, 0.350], [-2.349, -0.050, -0.120]],
  "forces_ev_per_angstrom": [[0.7201, -1.8289, 1.3448], [2.1774, 0.1308, 0.1632], [-0.0930, 1.1194, -3.2761], [1.3193, 1.4576, -1.9886], [-1.2353, -0.8617, -0.1844], [-1.8542, -2.4069, 2.4663], [0.6384, -0.2311, -0.1099], [-0.8568, 0.1445, -0.0280], [0.9573, 1.0723, -0.5672], [0.7280, 0.9836, 1.0959], [1.5512, 2.0173, 2.1747], [-0.4840, -0.9961, -1.2090], [-3.1178, -1.3642, 0.7158], [-0.4505, 0.7635, -0.5974]],
  "mulliken_charge": [-0.5598, -0.5127, 0.5763, 0.1700, 0.3239, -0.5129, 0.1432, 0.2179, 0.4554, -0.3596, 0.6187, -0.8604, -0.0272, 0.3274],
  "molar_mass_g_mol": 114.1,
  "smiles": "Nc1c[nH]c(O)c1O",
  "lumo_ev": 0.79,
  "orbital_gap_ev": 8.02,
  "e_tot_ha": -415.94689
}


3.
{
  "formula": "CH3N4Si",
  "method": "ωB97M-V with the def2-TZVPD basis set",
  "symbols": ["H", "C", "N", "H", "N", "H", "N", "N", "Si"],
  "coordinates": [[-2.856, -1.075, 0.801], [0.917, 0.106, -0.076], [1.541, -0.871, -0.658], [-2.411, -0.160, -1.480], [2.804, -0.680, -0.253], [-2.191, 1.300, 0.657], [1.695, 0.962, 0.598], [2.857, 0.464, 0.392], [-2.357, -0.046, 0.020]],
  "forces_ev_per_angstrom": [[-0.8122, -1.3808, 0.9863], [-1.4882, 0.5033, 0.1452], [-0.6012, -1.1025, 0.3085], [-0.2628, 0.1077, 0.7274], [0.7067, 0.5634, -1.0949], [-0.4107, -0.4712, -0.3270], [-2.6926, 0.8931, -0.3051], [3.1437, -1.0466, 1.0098], [2.4173, 1.9335, -1.4503]],
  "mulliken_charge": [-0.0857, 0.2489, -0.3452, -0.0545, -0.3432, -0.0489, -0.3183, -0.3223, 0.2691],
  "molar_mass_g_mol": 99.1,
  "lumo_ev": [2.63, 3.48],
  "total_charge": -1,
  "orbital_gap_ev": [7.46, 7.58],
  "e_tot_ha": -548.25909
}


4.
{
  "formula": "C4H12NO2",
  "method": "ωB97M-V with the def2-TZVPD basis set",
  "symbols": ["C", "N", "H", "H", "H", "H", "C", "C", "H", "C", "O", "H", "H", "H", "H", "H", "H", "H", "O"],
  "coordinates": [[-0.452, 1.086, 0.045], [-1.012, -0.959, -0.885], [0.963, 1.365, 1.640], [0.370, 2.880, 0.871], [-0.831, 1.567, -0.836], [-3.331, -1.849, -2.617], [0.396, -1.237, 0.979], [0.677, 1.842, 0.704], [-0.935, -1.111, -1.914], [0.046, -0.382, -0.393], [1.778, 1.792, -0.178], [-1.333, 1.032, 0.673], [0.428, -2.291, 0.719], [-3.666, -2.525, -2.491], [0.960, -0.276, -0.998], [2.261, -1.482, 1.384], [2.472, 2.358, 0.182], [-0.391, -1.037, 1.706], [1.601, -0.774, 1.407]],
  "forces_ev_per_angstrom": [[-0.8619, 0.7154, 1.0030], [-0.7207, -0.1303, -1.0228], [-0.2595, 0.2311, 0.2454], [-0.3772, -0.1451, 0.0440], [0.3669, 0.1614, -0.7700], [-0.3982, -0.7072, 0.1100], [-0.0350, 0.0690, 0.9902], [0.7541, -0.4437, -0.2281], [-0.0791, -0.1813, 0.4115], [1.2956, -0.2774, -0.4793], [0.1237, 0.2996, -0.0763], [0.0020, -0.3727, 0.4566], [-0.1768, 0.0083, -0.1918], [0.3863, 0.7105, -0.1263], [-0.3102, 0.1094, -0.0181], [0.0618, 0.2158, -0.1476], [0.0706, -0.0873, -0.1632], [-0.1672, 0.1109, -0.2152], [0.3248, -0.2861, 0.1780]],
  "mulliken_charge": [-0.7835, -0.2055, 0.3193, 0.3638, 0.4251, -0.1380, -0.5645, -0.4343, 0.3751, 0.0938, -0.5010, 0.4012, 0.4332, 0.1399, 0.5025, 0.3535, 0.3272, 0.3019, -0.4099],
  "molar_mass_g_mol": 106.1,
  "lumo_ev": -7.92,
  "total_charge": 1,
  "orbital_gap_ev": 6.68,
  "e_tot_ha": -364.38326
}